C33H44AuGe2IN3O | ωB97M-V with the def2-TZVPD basis set

XYZ file:
```
85
Properties=species:S:1:pos:R:3:mulliken_charge:R:1
Au -0.249 -0.278 -0.014 1.71
C 1.058 -0.728 2.742 -1.31
N -0.307 -0.711 2.168 0.49
C -1.102 0.251 2.960 -1.51
C -0.917 -2.067 2.336 -1.32
C -1.879 -2.420 1.240 0.78
C -2.832 -3.420 1.413 -0.67
C -3.623 -3.816 0.346 -0.88
C -3.449 -3.240 -0.906 -0.52
C -2.503 -2.237 -1.086 -1.47
C -1.747 -1.822 -0.002 0.50
H 0.993 -0.961 3.808 0.43
H 1.521 0.247 2.610 0.34
H 1.653 -1.488 2.245 0.30
H -1.117 -0.073 4.003 0.52
H -2.123 0.279 2.583 0.38
H -0.652 1.235 2.902 0.41
H -1.400 -2.108 3.315 0.45
H -0.104 -2.794 2.352 0.60
H -2.952 -3.893 2.381 0.51
H -4.365 -4.590 0.487 0.43
H -4.045 -3.576 -1.745 0.51
H -2.360 -1.817 -2.073 0.63
C -4.529 0.363 1.504 -0.99
Ge -4.154 1.535 -0.007 1.06
C -4.945 3.311 0.175 -1.05
C -4.758 0.667 -1.640 -0.97
Ge -1.745 2.121 -0.090 -1.10
C -1.023 2.945 -1.692 1.20
C 0.322 3.147 -2.004 0.01
C 0.677 3.854 -3.140 -1.13
C -0.306 4.375 -3.976 -0.62
C -1.644 4.177 -3.681 -0.93
C -2.002 3.450 -2.551 -0.46
C -1.146 3.191 1.399 0.40
C 0.076 3.869 1.415 -0.07
C 0.393 4.721 2.460 -0.91
C -0.518 4.924 3.490 -0.51
C -1.745 4.273 3.481 -1.10
C -2.050 3.401 2.450 0.18
H -5.579 0.068 1.455 0.51
H -4.365 0.835 2.472 0.40
H -3.928 -0.544 1.432 0.10
H -6.019 3.156 0.302 0.48
H -4.794 3.920 -0.715 0.38
H -4.569 3.855 1.039 0.39
H -5.837 0.535 -1.542 0.50
H -4.321 -0.324 -1.756 0.18
H -4.572 1.258 -2.535 0.32
H 1.103 2.742 -1.369 0.44
H 1.722 4.010 -3.376 0.47
H -0.025 4.935 -4.858 0.45
H -2.412 4.577 -4.330 0.52
H -3.057 3.287 -2.352 0.18
H 0.778 3.752 0.602 0.36
H 1.340 5.243 2.467 0.47
H -0.275 5.603 4.298 0.42
H -2.456 4.445 4.278 0.45
H -3.003 2.883 2.467 0.41
I -2.559 0.749 -5.447 0.17
C -0.893 0.467 -4.254 -1.04
C 0.386 0.485 -4.796 -0.15
C 1.467 0.300 -3.953 -1.09
C 1.252 0.112 -2.602 -0.13
N 0.016 0.096 -2.082 0.47
C -1.036 0.268 -2.895 -0.02
H 0.532 0.643 -5.857 0.49
H 2.479 0.310 -4.332 0.52
H 2.064 -0.016 -1.903 0.42
H -2.015 0.260 -2.436 0.56
C 2.206 -3.144 -0.160 -0.87
N 3.343 -2.377 0.326 0.26
C 4.533 -3.163 0.657 -1.14
C 3.334 -1.038 0.353 0.72
C 4.597 -0.323 0.751 -1.75
O 2.317 -0.369 0.079 -0.38
H 2.522 -3.781 -0.988 0.51
H 1.424 -2.480 -0.515 0.07
H 1.811 -3.783 0.632 0.34
H 4.209 -4.145 0.994 0.38
H 5.097 -2.701 1.461 0.41
H 5.177 -3.292 -0.214 0.32
H 5.470 -0.699 0.221 0.45
H 4.784 -0.448 1.820 0.42
H 4.466 0.734 0.543 0.32
```

As for the spin multiplicity: 2. For the calculated total energy, the calculation gives -6110.04374 Eh. Its charge is +2. As for the LUMO energy (spin up / spin down): -7.08 / -7.07 eV.